No. 1
Computed, not measured: a molecular structure, C15H30AlNO, with ωB97M-V with the def2-TZVPD basis set.

Structure (XYZ):
```
48
Properties=species:S:1:pos:R:3
Al -3.971 4.187 1.825
C -2.406 3.294 2.830
C -2.657 1.771 2.924
C -2.345 0.915 1.790
C -2.571 -0.512 1.910
C -3.090 -1.010 3.165
C -3.436 -0.169 4.293
C -3.215 1.257 4.167
H -3.396 4.655 0.402
H -5.072 3.025 1.584
H -4.645 5.349 2.688
H -2.311 3.706 3.867
H -1.426 3.495 2.316
H -1.924 1.331 0.853
H -2.348 -1.200 1.067
H -3.243 -2.108 3.290
H -3.843 -0.613 5.223
H -3.438 1.938 5.010
C 1.270 -0.937 0.721
C 2.312 -1.251 -0.330
N 1.775 -2.016 -1.536
C 1.220 -3.342 -1.043
C 2.926 -2.400 -2.461
C 3.661 -1.260 -3.143
C 0.617 -1.314 -2.259
C 0.828 0.125 -2.716
O 1.086 0.979 -1.622
C 1.856 2.130 -1.959
H 0.882 -1.840 1.196
H 1.726 -0.338 1.511
H 0.428 -0.369 0.331
H 3.094 -1.878 0.108
H 2.793 -0.347 -0.687
H 1.992 -3.845 -0.465
H 0.935 -3.936 -1.909
H 0.342 -3.152 -0.429
H 2.516 -3.075 -3.215
H 3.628 -2.966 -1.845
H 3.146 -0.942 -4.047
H 4.639 -1.618 -3.473
H 3.834 -0.398 -2.500
H -0.226 -1.342 -1.568
H 0.375 -1.942 -3.119
H -0.103 0.463 -3.188
H 1.603 0.201 -3.477
H 1.830 2.355 -3.027
H 2.892 1.963 -1.647
H 1.463 2.981 -1.404
```

- strongest force on any atom (eV/A) = 2.56
- total energy (Eh) = -961.76222
- HOMO level (eV) = -6.019
- Kohn-Sham gap (eV) = 5.13

---

No. 2
Computed, not measured: a molecular structure, C15H30AsF6N3O8PZr, with ωB97M-V with the def2-TZVPD basis set.

Structure (XYZ):
```
65
Properties=species:S:1:pos:R:3
Zr -0.005 -0.326 0.602
O 1.854 1.096 1.217
C 3.244 0.804 1.358
C 3.586 -0.080 2.559
N 3.221 -1.484 2.457
C 2.353 -2.076 3.408
C 0.867 -1.972 2.842
O 0.258 -2.976 2.643
O 0.526 -0.737 2.590
C 3.672 -2.240 1.318
C 2.798 -2.015 0.044
O 3.209 -2.375 -1.012
O 1.652 -1.413 0.275
H 1.539 1.626 1.963
H 3.573 0.366 0.418
H 3.788 1.740 1.487
H 4.677 -0.052 2.672
H 3.144 0.320 3.470
H 2.574 -3.132 3.537
H 2.389 -1.531 4.350
H 4.690 -1.945 1.061
H 3.655 -3.304 1.547
C -0.275 0.398 -5.848
C 0.043 1.414 -4.784
O -0.341 0.891 -3.463
P 0.764 0.357 -2.466
O -0.002 -0.923 -1.780
C -0.503 -2.022 -2.632
C 0.323 -3.266 -2.442
O 0.327 1.172 -1.006
C 0.484 2.633 -1.031
C -0.833 3.299 -1.335
H -0.063 0.823 -6.829
H -1.328 0.120 -5.818
H 0.337 -0.498 -5.735
H -0.535 2.328 -4.901
H 1.104 1.669 -4.764
H -0.475 -1.662 -3.660
H -1.542 -2.152 -2.352
H 1.365 -3.097 -2.708
H -0.075 -4.052 -3.084
H 0.273 -3.619 -1.412
H 1.242 2.858 -1.786
H 0.881 2.917 -0.063
H -1.210 3.012 -2.314
H -0.699 4.381 -1.314
H -1.579 3.031 -0.588
F -2.007 -0.887 1.953
As -2.901 -1.535 0.563
F -3.257 -2.956 1.369
F -1.174 -2.129 0.190
F -3.425 -2.044 -0.950
F -2.163 -0.048 -0.208
F -4.279 -0.659 0.987
C -3.329 1.420 3.880
N -2.947 2.007 2.579
C -3.984 2.706 1.797
C -1.788 1.779 2.093
N -0.721 1.576 1.648
H -4.122 0.692 3.715
H -3.678 2.217 4.533
H -2.468 0.928 4.322
H -4.777 2.002 1.555
H -3.548 3.101 0.884
H -4.377 3.525 2.396
```

- energy above the lowest of the compared OMol25 structures with the same formula, charge and spin (kcal per mole) = 16.2
- strongest force on any atom (eV/A) = 0.59
- total energy (Eh) = -4578.91259
- net charge = +2
- spin multiplicity = 2
- HOMO level (alpha / beta) (eV) = -15.602 / -15.603
- Kohn-Sham gap (alpha / beta) (eV) = 9.65 / 6.62

---

No. 3
Computed, not measured: a molecular structure, C15H30AuF5NOSSi4, with ωB97M-V with the def2-TZVPD basis set.

Structure (XYZ):
```
58
Properties=species:S:1:pos:R:3
Au 0.000 0.000 0.000
F -5.397 0.766 -3.366
C -4.574 0.800 -2.306
C -3.266 0.355 -2.431
F -2.831 -0.108 -3.613
C -2.413 0.390 -1.334
F -1.152 -0.047 -1.481
C -2.861 0.872 -0.099
S -1.774 0.898 1.232
C -4.185 1.319 0.016
F -4.678 1.794 1.173
C -5.033 1.281 -1.088
F -6.300 1.709 -0.980
O -0.472 -1.503 0.415
N 1.164 0.066 1.561
H 0.639 -0.271 2.399
H 1.479 1.049 1.718
H 1.995 -0.546 1.401
C 3.582 1.563 1.061
Si 2.967 2.049 -0.628
C 3.667 3.722 -1.075
C 3.507 0.800 -1.898
Si 0.688 2.191 -0.605
Si -0.267 2.504 -2.654
C 0.361 1.219 -3.846
C 0.203 4.200 -3.281
C -2.121 2.401 -2.509
Si -0.169 3.499 1.057
C 0.559 2.995 2.696
C 0.278 5.279 0.710
C -2.023 3.334 1.096
H 4.648 1.314 1.022
H 3.051 0.686 1.445
H 3.466 2.377 1.780
H 4.761 3.683 -1.097
H 3.377 4.484 -0.347
H 3.327 4.045 -2.063
H 4.576 0.588 -1.794
H 3.348 1.169 -2.915
H 2.968 -0.145 -1.787
H 1.406 1.396 -4.112
H -0.219 1.243 -4.774
H 0.278 0.211 -3.428
H 1.287 4.299 -3.388
H -0.148 4.986 -2.607
H -0.245 4.380 -4.263
H -2.431 1.502 -1.967
H -2.580 2.366 -3.502
H -2.531 3.272 -1.992
H 1.609 3.286 2.773
H 0.488 1.915 2.851
H 0.025 3.485 3.517
H 1.363 5.419 0.679
H -0.118 5.931 1.495
H -0.138 5.616 -0.243
H -2.333 2.284 1.105
H -2.486 3.821 0.234
H -2.430 3.808 1.995
```

- energy above the lowest of the compared OMol25 structures with the same formula, charge and spin (kcal per mole) = 168.8
- strongest force on any atom (eV/A) = 15.93
- total energy (Eh) = -2910.28077
- net charge = -1
- HOMO level (alpha / beta) (eV) = -2.832 / -2.831
- Kohn-Sham gap (alpha / beta) (eV) = 5.58 / 5.58

---

No. 4
Computed, not measured: a molecular structure, C15H30BF4NOP2V, with ωB97M-V with the def2-TZVPD basis set.

Structure (XYZ):
```
55
Properties=species:S:1:pos:R:3
V -0.242 -0.016 0.274
P -1.630 2.000 0.266
P 1.509 -1.971 0.002
N -1.384 -1.064 -0.476
H 0.300 0.805 -0.842
C -1.744 3.181 -1.129
H -2.484 3.965 -0.911
H -2.044 2.645 -2.038
H -0.769 3.648 -1.311
C -1.555 3.107 1.720
H -2.372 3.841 1.673
H -0.589 3.621 1.768
H -1.659 2.505 2.630
C -3.344 1.386 0.435
H -4.019 2.238 0.588
H -3.410 0.716 1.301
H -3.647 0.829 -0.459
C 2.430 -2.283 -1.553
H 3.098 -3.149 -1.457
H 3.027 -1.405 -1.799
H 1.703 -2.475 -2.349
C 2.670 -2.265 1.382
H 3.295 -3.136 1.144
H 2.096 -2.466 2.294
H 3.302 -1.381 1.528
C 0.661 -3.599 0.075
H 1.412 -4.402 0.035
H -0.023 -3.691 -0.774
H 0.089 -3.678 1.006
C -2.430 -1.855 -0.771
C -4.034 -2.762 -2.356
C -2.940 -1.947 -2.098
C -3.062 -2.591 0.272
C -4.152 -3.401 -0.013
C -4.639 -3.492 -1.322
H -4.418 -2.834 -3.371
H -2.439 -1.360 -2.871
H -2.654 -2.484 1.283
H -4.614 -3.960 0.800
H -5.496 -4.138 -1.543
C 1.988 2.561 1.202
O 1.219 1.650 1.564
C 1.837 3.323 -0.075
H 2.791 3.817 -0.300
H 1.067 4.104 0.009
H 1.606 2.634 -0.903
C 3.112 3.032 2.067
H 4.017 3.061 1.450
H 3.274 2.348 2.901
H 2.896 4.049 2.417
F 3.083 0.603 -0.573
B 4.514 0.549 -0.269
F 5.104 1.750 -0.740
F 4.681 0.436 1.138
F 5.010 -0.599 -0.921
```

- energy above the lowest of the compared OMol25 structures with the same formula, charge and spin (kcal per mole) = 0.0
- strongest force on any atom (eV/A) = 3.26
- total energy (Eh) = -2770.77514
- spin multiplicity = 2
- HOMO level (alpha / beta) (eV) = -8.466 / -8.315
- Kohn-Sham gap (alpha / beta) (eV) = 7.74 / 7.87

---

No. 5
Computed, not measured: a molecular structure, C15H30BiN3O8PS3Sb, with ωB97M-V with the def2-TZVPD basis set.

Structure (XYZ):
```
62
Properties=species:S:1:pos:R:3
Bi 0.567 -1.086 -0.200
O -3.151 -1.928 -1.502
C -2.022 -1.621 -1.811
O -0.955 -2.254 -1.435
C -1.808 -0.538 -2.894
C -0.375 -0.428 -3.446
C -0.473 0.159 -4.863
C -0.840 1.615 -4.534
C -0.806 1.592 -2.991
O 0.209 0.641 -2.708
C -2.073 0.911 -2.454
C -2.135 1.152 -0.911
O -2.534 2.261 -0.556
O -1.729 0.225 -0.168
H -2.504 -0.815 -3.692
H 0.241 -1.319 -3.360
H 0.490 0.089 -5.368
H -1.223 -0.352 -5.463
H -0.097 2.313 -4.919
H -1.820 1.895 -4.911
H -0.590 2.556 -2.529
H -2.981 1.342 -2.879
N 2.679 -1.306 1.179
C 3.278 -0.013 1.432
C 3.621 0.656 0.096
N 2.415 1.009 -0.619
C 1.950 2.375 -0.510
C 1.458 2.767 0.886
N 0.514 1.794 1.391
H 2.293 -1.731 2.015
H 3.315 -1.958 0.721
H 4.188 -0.086 2.048
H 2.523 0.580 1.949
H 4.198 -0.054 -0.501
H 4.251 1.538 0.280
H 2.445 0.736 -1.592
H 1.112 2.470 -1.202
H 2.728 3.108 -0.807
H 1.048 3.792 0.808
H 2.300 2.819 1.587
H -0.284 1.692 0.771
H 0.142 2.083 2.288
S 2.878 -5.130 0.096
Sb 0.974 -4.262 -0.977
S 2.115 -2.237 -1.781
S 0.267 -3.176 1.124
C -2.445 -3.050 3.090
O -2.133 -1.702 3.376
P -1.229 -0.791 2.321
O -1.708 0.619 2.983
C -2.974 1.138 2.625
O 0.251 -0.809 3.024
C 0.439 -0.744 4.426
H -2.924 -3.450 3.985
H -1.548 -3.627 2.861
H -3.132 -3.126 2.244
H -3.022 1.348 1.554
H -3.108 2.065 3.185
H -3.766 0.435 2.894
H 0.682 -1.744 4.794
H -0.456 -0.373 4.928
H 1.273 -0.065 4.626
```

- energy above the lowest of the compared OMol25 structures with the same formula, charge and spin (kcal per mole) = 27.9
- strongest force on any atom (eV/A) = 2.21
- total energy (Eh) = -3346.73240
- net charge = -1
- spin multiplicity = 2
- HOMO level (alpha / beta) (eV) = -5.089 / -5.028
- Kohn-Sham gap (alpha / beta) (eV) = 7.69 / 5.52

---

No. 6
Computed, not measured: a molecular structure, C15H30ClNO5P2Ti, with ωB97M-V with the def2-TZVPD basis set.

Structure (XYZ):
```
55
Properties=species:S:1:pos:R:3
Ti -0.517 -0.005 0.504
P -0.897 -2.564 0.052
P 0.685 2.527 0.397
N 0.797 -0.284 -0.711
H -2.189 -0.317 0.890
C -2.050 -2.882 -1.317
H -2.388 -3.927 -1.290
H -1.539 -2.682 -2.267
H -2.916 -2.214 -1.239
C -1.551 -3.552 1.428
H -1.726 -4.582 1.091
H -2.492 -3.117 1.785
H -0.831 -3.551 2.256
C 0.588 -3.514 -0.416
H 0.387 -4.593 -0.375
H 1.405 -3.268 0.274
H 0.905 -3.234 -1.428
C -0.022 3.593 -0.904
H 0.390 4.610 -0.845
H -1.114 3.612 -0.804
H 0.227 3.142 -1.874
C 0.410 3.530 1.892
H 0.926 4.493 1.770
H 0.792 2.997 2.772
H -0.668 3.695 2.024
C 2.478 2.729 0.106
H 2.782 3.767 0.306
H 2.710 2.463 -0.934
H 3.020 2.043 0.769
C 1.911 -0.509 -1.417
C 3.072 -0.822 -3.571
C 1.923 -0.507 -2.853
C 3.166 -0.779 -0.767
C 4.307 -1.088 -1.497
C 4.268 -1.121 -2.896
H 3.035 -0.836 -4.661
H 0.984 -0.263 -3.353
H 3.180 -0.745 0.325
H 5.237 -1.307 -0.962
H 5.167 -1.375 -3.466
C -2.757 0.768 0.445
O -1.672 1.239 -0.353
C -3.964 0.463 -0.428
H -4.853 0.278 0.186
H -3.783 -0.418 -1.048
H -4.163 1.321 -1.090
C -3.101 1.703 1.599
H -3.239 2.732 1.224
H -2.333 1.712 2.382
H -4.038 1.379 2.066
O -1.159 -0.753 2.602
Cl 0.026 -0.142 3.309
O -0.361 1.136 3.859
O 0.537 -1.050 4.277
O 1.008 0.069 2.175
```

- energy above the lowest of the compared OMol25 structures with the same formula, charge and spin (kcal per mole) = 19.4
- strongest force on any atom (eV/A) = 6.34
- total energy (Eh) = -3012.65630
- HOMO level (alpha / beta) (eV) = -6.790 / -6.780
- Kohn-Sham gap (alpha / beta) (eV) = 6.97 / 6.91